Below is C23H25Br4N2NiO4Se as an isolated structure in a non-equilibrium geometry, with properties calculated with wB97M-V/def2-TZVPD.

Geometry as XYZ:
```
60
Properties=species:S:1:pos:R:3:nbo_charge:R:1
Ni 1.891 -1.992 0.533 1.45
Br 4.881 4.009 2.386 0.04
C 4.185 2.246 2.404 -0.18
C 4.397 1.413 3.490 -0.16
Br 5.369 2.029 4.996 0.04
C 3.882 0.109 3.473 -0.24
Br 4.059 -1.055 4.957 0.04
C 3.214 -0.411 2.362 0.34
O 2.740 -1.615 2.299 -0.84
C 2.980 0.461 1.239 0.24
O 2.287 -0.012 0.244 -0.86
C 3.445 1.772 1.311 -0.20
Br 3.015 2.891 -0.164 0.02
C -1.727 3.675 2.546 -0.61
C -2.418 2.371 2.151 -0.40
C -1.610 1.131 2.534 -0.41
C -0.343 0.913 1.708 -0.23
N -0.636 0.446 0.359 -0.39
C -0.686 -0.853 -0.006 0.33
Se -0.492 -2.292 1.150 -0.28
N -0.952 -0.910 -1.330 -0.39
C -0.988 -2.124 -2.137 -0.22
C -2.236 -2.978 -1.937 -0.41
C -3.563 -2.314 -2.315 -0.40
C -4.043 -1.256 -1.317 -0.61
C -0.999 0.378 -1.837 0.11
C -1.221 0.863 -3.118 -0.23
C -1.196 2.236 -3.291 -0.22
C -0.957 3.098 -2.217 -0.21
C -0.754 2.615 -0.937 -0.24
C -0.791 1.240 -0.761 0.20
H -2.324 4.538 2.247 0.21
H -0.745 3.774 2.079 0.20
H -1.582 3.717 3.627 0.21
H -2.618 2.365 1.076 0.20
H -3.389 2.322 2.652 0.20
H -2.230 0.236 2.433 0.22
H -1.313 1.202 3.584 0.21
H 0.266 0.151 2.187 0.26
H 0.256 1.818 1.622 0.22
H -0.095 -2.701 -1.895 0.27
H -0.910 -1.809 -3.177 0.20
H -2.279 -3.298 -0.895 0.23
H -2.095 -3.874 -2.547 0.21
H -4.321 -3.101 -2.369 0.20
H -3.486 -1.875 -3.316 0.19
H -3.919 -1.616 -0.294 0.21
H -5.099 -1.031 -1.473 0.20
H -3.492 -0.321 -1.414 0.21
H -1.399 0.202 -3.955 0.22
H -1.355 2.650 -4.278 0.21
H -0.923 4.166 -2.390 0.21
H -0.553 3.287 -0.115 0.23
C 3.658 -4.148 -2.187 -0.72
C 2.781 -3.441 -1.179 0.76
O 2.067 -2.464 -1.545 -0.79
O 2.764 -3.845 0.014 -0.76
H 3.802 -3.524 -3.066 0.22
H 3.186 -5.087 -2.477 0.22
H 4.616 -4.374 -1.724 0.23
```

Its expectation value of S² is 2.006. Its net charge is -1. As for the orbital gap (alpha / beta): 6.33 / 6.35 eV. The value obtained for the largest force on an atom is 1.14 eV/Å. The value obtained for the highest occupied orbital energy (alpha / beta) is -3.92 / -3.94 eV. Its spin multiplicity is 3.

Below is C23H25ClF3N3O4S in the gas phase in a non-equilibrium geometry, with properties calculated with wB97M-V/def2-TZVPD.

Geometry as XYZ:
```
60
Properties=species:S:1:pos:R:3:nbo_charge:R:1
C -0.321 -2.479 4.023 -0.65
C -1.074 -2.493 2.730 0.03
C -2.233 -3.248 2.584 -0.22
C -2.929 -3.262 1.387 -0.17
C -2.464 -2.510 0.325 -0.35
S -3.380 -2.494 -1.222 2.34
O -4.160 -3.696 -1.276 -0.94
O -2.447 -2.220 -2.275 -0.94
N -4.442 -1.228 -1.167 -0.68
C -3.922 0.111 -1.302 -0.23
C -3.700 0.792 0.050 -0.42
C -4.983 0.735 0.876 -0.40
C -5.424 -0.718 1.041 -0.42
C -5.613 -1.358 -0.335 -0.23
C -1.308 -1.766 0.434 -0.19
C -0.605 -1.762 1.633 -0.07
C 0.595 -0.875 1.760 0.67
O 0.586 0.110 2.480 -0.62
N 1.685 -1.228 1.040 -0.42
C 1.763 -2.370 0.162 -0.42
C 2.787 -0.299 0.995 -0.33
C 2.748 0.545 -0.281 0.68
O 1.877 0.445 -1.108 -0.59
N 3.809 1.404 -0.355 -0.62
C 4.117 2.318 -1.362 0.23
C 3.330 2.489 -2.500 -0.23
C 3.697 3.406 -3.464 -0.21
C 4.849 4.169 -3.320 -0.03
Cl 5.282 5.303 -4.539 0.04
C 5.639 4.003 -2.183 -0.16
C 6.895 4.814 -2.000 0.98
F 7.527 4.521 -0.851 -0.33
F 7.791 4.607 -2.976 -0.32
F 6.659 6.134 -1.965 -0.32
C 5.271 3.083 -1.213 -0.23
H 0.637 -2.986 3.909 0.22
H -0.886 -2.976 4.806 0.22
H -0.118 -1.453 4.322 0.25
H -2.593 -3.830 3.419 0.22
H -3.820 -3.854 1.256 0.24
H -2.996 0.030 -1.870 0.24
H -4.643 0.692 -1.889 0.20
H -2.897 0.291 0.594 0.21
H -3.400 1.828 -0.116 0.22
H -4.820 1.192 1.854 0.21
H -5.770 1.296 0.366 0.19
H -4.663 -1.265 1.602 0.20
H -6.362 -0.772 1.596 0.21
H -5.825 -2.425 -0.260 0.24
H -6.449 -0.872 -0.852 0.20
H -0.957 -1.205 -0.418 0.25
H 2.746 -2.834 0.270 0.20
H 1.625 -2.073 -0.880 0.22
H 1.000 -3.099 0.425 0.23
H 2.679 0.366 1.860 0.27
H 3.737 -0.840 1.060 0.21
H 4.456 1.401 0.422 0.40
H 2.435 1.903 -2.622 0.26
H 3.088 3.538 -4.343 0.23
H 5.891 2.964 -0.337 0.23
```

As for the orbital gap: 9.30 eV. Its SMILES is Cc1ccc(S(=O)(=O)N2CCCCC2)cc1C(=O)N(C)CC(=O)Nc1ccc(Cl)c(C(F)(F)F)c1. The value obtained for the largest force on an atom is 1.10 eV/Å. The value obtained for the highest occupied orbital energy is -9.02 eV. Its spin multiplicity is 1.

Looking at total energy for the records above, in order, we have -421991.7988 -68428.9626 eV.